DFT (the ωB97M-V functional and the def2-TZVPD basis) results for C46H40BrIN6O8SW as an isolated structure in a non-equilibrium geometry.

Last column: Mulliken charge in e.
Positions of all 104 atoms, in Å:
1 W 0.461 -0.138 0.569  0.289
2 C 1.262 2.740 3.827  -0.708
3 C 1.016 1.379 4.392  0.207
4 N 1.252 1.201 5.686  -0.672
5 C 1.069 0.004 6.225  -0.988
6 C 0.713 -1.117 5.513  0.483
7 C 0.584 -2.450 6.195  -0.774
8 O 1.650 -3.327 5.889  -0.556
9 C 0.493 -0.986 4.103  0.421
10 C 0.183 -2.054 3.261  -1.326
11 N -0.076 -1.920 1.928  0.870
12 C -0.756 -2.991 1.360  -0.961
13 C -0.321 -4.319 1.364  -0.212
14 C -1.055 -5.286 0.707  -0.977
15 C -2.235 -4.960 0.060  -0.598
16 C -2.739 -3.669 0.124  -0.670
17 C -2.007 -2.728 0.804  0.856
18 I -2.643 -0.723 1.183  0.507
19 C 0.588 0.341 3.571  0.004
20 O 0.264 0.557 2.271  0.757
21 H 1.712 3.372 4.587  0.524
22 H 0.328 3.181 3.490  0.029
23 H 1.934 2.651 2.976  0.125
24 H 1.236 -0.042 7.292  0.399
25 H -0.373 -2.925 5.926  0.314
26 H 0.616 -2.326 7.279  0.436
27 H 1.825 -3.257 4.945  0.430
28 H 0.001 -3.036 3.688  0.868
29 H 0.618 -4.567 1.838  0.543
30 H -0.695 -6.303 0.682  0.397
31 H -2.778 -5.710 -0.492  0.441
32 H -3.682 -3.417 -0.334  0.544
33 O 6.162 0.031 0.346  -0.533
34 C 4.969 -0.232 0.910  0.804
35 C 4.814 -1.189 1.911  -1.004
36 C 3.539 -1.431 2.379  -0.669
37 N 2.464 -0.797 1.924  0.571
38 C 2.578 0.189 0.998  -0.105
39 Br 1.318 0.896 -1.800  -0.338
40 C 3.848 0.480 0.483  -1.069
41 H 6.833 -0.578 0.681  0.293
42 H 5.665 -1.735 2.292  0.353
43 H 3.373 -2.165 3.158  0.290
44 H 3.972 1.227 -0.291  0.548
45 O 1.506 -1.674 -0.354  -0.572
46 S 0.421 -2.032 -1.344  0.905
47 O -0.013 -3.378 -1.188  -0.564
48 O -0.617 -1.045 -0.767  0.385
49 O 0.724 -1.696 -2.692  -0.534
50 C -2.253 6.503 3.236  -0.559
51 C -1.014 6.272 2.663  -1.207
52 C -0.729 5.055 2.073  0.392
53 C -1.683 4.037 2.031  0.824
54 C -2.930 4.281 2.615  -0.787
55 C -3.209 5.500 3.206  -0.787
56 C -1.428 2.700 1.463  -0.264
57 C -0.417 2.320 0.667  1.119
58 C 0.462 3.293 0.033  0.565
59 C -0.046 4.223 -0.888  0.119
60 C 0.781 5.165 -1.461  -1.015
61 C 2.133 5.198 -1.157  -0.917
62 C 2.656 4.273 -0.265  -0.978
63 C 1.838 3.327 0.311  1.006
64 H -2.465 7.449 3.711  0.399
65 H -0.256 7.040 2.683  0.459
66 H 0.255 4.891 1.667  0.600
67 H -3.686 3.509 2.610  0.468
68 H -4.176 5.672 3.655  0.399
69 H -2.163 1.978 1.820  -0.680
70 H -1.097 4.203 -1.130  0.335
71 H 0.381 5.879 -2.165  0.431
72 H 2.778 5.926 -1.622  0.377
73 H 3.710 4.277 -0.037  0.481
74 H 2.245 2.593 0.995  -0.466
75 C 0.491 -6.657 -5.513  -1.435
76 C 0.096 -5.215 -5.451  0.971
77 C -1.227 -4.819 -5.605  -0.929
78 C -1.597 -3.494 -5.486  -0.505
79 C -0.634 -2.529 -5.209  0.524
80 N -0.973 -1.190 -4.983  -0.003
81 C -1.971 -0.545 -5.634  0.258
82 O -2.546 -0.965 -6.614  -0.662
83 N -2.315 0.729 -5.164  -0.131
84 C -2.474 1.253 -3.898  0.468
85 C -3.178 2.458 -3.779  -0.739
86 C -3.404 2.994 -2.531  -0.999
87 C -2.904 2.330 -1.422  -0.570
88 N -2.209 1.205 -1.516  0.412
89 C -2.022 0.667 -2.711  -0.882
90 C 0.703 -2.906 -5.104  -0.319
91 C 1.055 -4.232 -5.216  -0.680
92 H -0.351 -7.283 -5.795  0.357
93 H 0.849 -6.979 -4.537  0.292
94 H 1.298 -6.806 -6.229  0.335
95 H -1.987 -5.559 -5.805  0.289
96 H -2.629 -3.203 -5.597  0.429
97 H -0.336 -0.697 -4.370  0.231
98 H -2.865 1.213 -5.866  0.274
99 H -3.562 2.952 -4.660  0.350
100 H -3.953 3.915 -2.413  0.494
101 H -3.072 2.707 -0.425  0.594
102 H -1.506 -0.283 -2.721  0.759
103 H 1.446 -2.154 -4.900  0.331
104 H 2.090 -4.518 -5.114  0.407

Properties
Relative energy (zero: lowest compared OMol25 entry of this formula, charge and spin): 310.3 kJ/mol
HOMO level: -7.58 eV
E_LUMO: -2.2 eV
Frontier orbital gap: 5.42 eV